{
  "formula": "C4H11S2",
  "method": "ωB97M-V with the def2-TZVPD basis set",
  "species": ["C", "H", "H", "H", "H", "H", "C", "H", "H", "H", "S", "H", "H", "C", "S", "H", "C"],
  "coordinates": [[1.66378, 0.07653, 1.22687], [0.94080, -2.46667, 0.77107], [-0.31881, 1.95783, -1.77863], [0.88955, 0.45444, 1.88983], [-2.92786, 2.41524, -1.50465], [2.13573, -3.50587, 1.35872], [-1.08558, 1.31456, -1.33868], [0.83544, -2.92777, 2.55111], [-2.21649, 2.06267, -3.02965], [-0.82395, 0.27236, -1.51002], [-1.09256, 1.39441, 0.45034], [2.32161, 0.87372, 0.90746], [-3.04443, 0.76270, -2.09257], [-2.39695, 1.62893, -2.04775], [2.48980, -1.26993, 2.10869], [1.17053, -0.31775, 0.34158], [1.45939, -2.72540, 1.69627]],
  "relative_energy_kcal_mol": 11.8,
  "orbital_gap_ha": [0.3429, 0.2386],
  "energy_ev": -25994.9805,
  "charge": 0,
  "s_squared": 0.7528,
  "multiplicity": 2
}

{
  "formula": "C4H12",
  "method": "ωB97M-V with the def2-TZVPD basis set",
  "species": ["C", "C", "H", "H", "H", "H", "H", "H", "C", "H", "H", "H", "H", "H", "C", "H"],
  "coordinates": [[-2.80182, -1.17428, -0.44552], [2.74807, 0.71972, 0.03425], [-2.54000, -0.21702, -1.02834], [2.20094, 2.72180, 0.04968], [3.64122, 0.88206, -0.74384], [-2.79232, -2.04058, -1.08776], [-1.99594, -1.19252, 1.73946], [0.79762, 1.80237, 0.41264], [-1.70936, -1.33672, 0.62448], [2.18221, -0.24826, -0.26871], [1.21401, 1.89402, -1.17873], [-0.82203, -0.71444, 0.32420], [3.42086, 0.67657, 0.92897], [-1.41009, -2.47187, 0.64056], [1.70162, 1.82360, -0.11713], [-3.83498, -1.12445, 0.11579]],
  "relative_energy_kcal_mol": 30.8,
  "orbital_gap_ha": [0.1050, 0.4267],
  "energy_ev": -4339.7000,
  "charge": -1,
  "s_squared": 0.7504,
  "multiplicity": 2
}

{
  "formula": "C4H12",
  "method": "ωB97M-V with the def2-TZVPD basis set",
  "species": ["C", "H", "C", "H", "H", "H", "H", "H", "H", "H", "C", "H", "H", "C", "H", "H"],
  "coordinates": [[-1.10152, -1.68194, 2.32815], [1.83521, 1.39197, -3.03812], [0.45244, 1.24570, -1.34361], [1.00964, 2.12976, -1.00670], [1.01129, -0.12984, -2.97842], [0.69657, -0.46558, 2.21550], [-1.12101, -1.56797, 3.42041], [-2.15432, -1.68063, 2.03754], [-0.83353, 0.42740, 1.84451], [-0.59765, -2.63183, 2.15591], [-0.29685, -0.51258, 1.75755], [0.74150, 0.43871, -0.68057], [-0.59806, 1.48562, -1.19850], [0.87834, 0.93692, -2.79268], [0.09534, 1.32183, -3.44542], [-0.01739, -0.70755, 0.72445]],
  "relative_energy_kcal_mol": 7.6,
  "orbital_gap_ha": [0.0985, 0.4416],
  "energy_ev": -4340.7084,
  "charge": -1,
  "s_squared": 0.7502,
  "multiplicity": 2
}

{
  "formula": "C4H12",
  "method": "ωB97M-V with the def2-TZVPD basis set",
  "species": ["H", "H", "H", "C", "H", "H", "H", "H", "H", "C", "C", "H", "H", "H", "H", "C"],
  "coordinates": [[-1.90707, -2.95769, -1.57181], [-0.17263, 1.27528, 0.51983], [-1.90745, -1.47906, 0.43194], [1.83052, 1.94551, 0.95600], [2.67401, 2.40148, 0.45439], [-1.49486, -0.56796, -1.04899], [1.95776, 0.85598, 0.99465], [-0.15214, 2.98288, 0.84248], [-0.24997, -1.00730, 0.21639], [0.41737, 2.16907, 0.38662], [-0.98351, -2.65412, -1.04999], [-0.16040, -2.66744, -1.75960], [-0.98130, -3.50583, -0.36819], [1.81830, 2.18896, 2.02339], [0.45075, 2.32829, -0.69490], [-1.13939, -1.30804, -0.33218]],
  "relative_energy_kcal_mol": 8.0,
  "orbital_gap_ha": [0.1020, 0.4456],
  "energy_ev": -4340.6913,
  "charge": -1,
  "s_squared": 0.7502,
  "multiplicity": 2
}

{
  "formula": "C4H12",
  "method": "ωB97M-V with the def2-TZVPD basis set",
  "species": ["H", "C", "H", "H", "C", "H", "H", "H", "C", "H", "H", "H", "H", "H", "H", "C"],
  "coordinates": [[2.35988, -1.89551, 0.56237], [1.75466, -1.05350, 0.19281], [-2.79675, -0.11117, 0.15215], [-2.81136, 2.09161, 1.25447], [1.90739, -1.14988, -1.34785], [-1.21589, 1.95954, 1.76040], [1.09735, -1.64153, -1.81658], [-1.24769, -0.34215, 0.90961], [-1.86387, 0.41810, 0.25377], [-1.60243, 0.44986, -0.71390], [2.09874, -0.04193, 0.48400], [2.74581, -1.80986, -1.58026], [0.69294, -1.08964, 0.45840], [-1.41455, 2.49914, 0.24143], [2.12991, -0.07118, -1.73603], [-1.83415, 1.78811, 0.92521]],
  "relative_energy_kcal_mol": 26.9,
  "orbital_gap_ha": [0.1009, 0.4380],
  "energy_ev": -4339.8701,
  "charge": -1,
  "s_squared": 0.7503,
  "multiplicity": 2
}

{
  "formula": "C4H12",
  "method": "ωB97M-V with the def2-TZVPD basis set",
  "species": ["H", "H", "C", "H", "H", "C", "H", "H", "H", "H", "H", "C", "H", "H", "C", "H"],
  "coordinates": [[-3.18341, 0.85859, -0.25935], [2.67168, -1.58070, -1.07939], [2.09881, -0.91293, -0.42675], [1.01019, -2.71079, -0.03228], [0.39968, -1.34833, 0.90970], [-0.99676, 1.15646, -0.16287], [1.52547, -0.21453, -1.03481], [-2.60990, 1.74889, 1.12909], [-0.80842, 1.18218, -1.24207], [-0.77000, 0.14837, 0.16123], [-2.66685, 2.53551, -0.43670], [1.30111, -1.82724, 0.53913], [1.92131, -2.08890, 1.39374], [-0.32003, 1.80286, 0.39606], [-2.44562, 1.58979, 0.05474], [2.87274, -0.33923, 0.09053]],
  "relative_energy_kcal_mol": 5.3,
  "orbital_gap_ha": [0.1008, 0.4482],
  "energy_ev": -4340.8048,
  "charge": -1,
  "s_squared": 0.7502,
  "multiplicity": 2
}

{
  "formula": "C4H12",
  "method": "ωB97M-V with the def2-TZVPD basis set",
  "species": ["H", "H", "C", "H", "H", "C", "H", "H", "H", "H", "H", "H", "C", "H", "H", "C"],
  "coordinates": [[1.70115, 2.24970, 1.45860], [-0.11999, -0.66840, -1.29262], [-1.14137, -0.31702, -1.16871], [-1.38498, -0.21867, -0.11558], [1.89499, 1.26691, 0.13938], [-2.17407, -1.16905, -1.92066], [-1.14291, 0.68133, -1.62247], [2.95240, 0.34566, 2.25106], [-3.11969, -0.62884, -1.93066], [0.28000, 1.29989, 0.96723], [1.29952, 0.04189, 2.89085], [-1.83001, -1.47681, -2.90175], [1.90406, 0.17955, 2.00050], [-2.39789, -2.06444, -1.33783], [1.92372, -0.79161, 1.48812], [1.35507, 1.26991, 1.09456]],
  "relative_energy_kcal_mol": 4.7,
  "smiles": "CC.CC",
  "orbital_gap_ha": 0.4636,
  "energy_ev": -4342.3262,
  "charge": 0
}

{
  "formula": "C4H12",
  "method": "ωB97M-V with the def2-TZVPD basis set",
  "species": ["H", "H", "C", "H", "C", "H", "H", "C", "H", "C", "H", "H", "H", "H", "H", "H"],
  "coordinates": [[2.84685, -2.06085, 0.33918], [2.36676, -0.62183, -0.40859], [-1.80725, 1.67415, -0.97232], [-2.84497, 1.47067, -0.70456], [-0.96811, 1.57788, 0.46263], [2.29199, -0.80833, 1.30987], [-1.68500, 2.69084, -1.36942], [2.07908, -1.23812, 0.38010], [-0.76524, 2.59430, 0.69916], [0.71588, -1.94515, 0.14055], [-0.05869, 1.08534, 0.25313], [-0.15929, -1.36011, 0.50281], [-1.66950, 1.04010, 1.12025], [-1.64251, 0.98302, -1.75157], [0.80081, -2.38398, -0.83158], [0.49919, -2.69796, 0.83035]],
  "relative_energy_kcal_mol": 27.4,
  "smiles": "CC.CC",
  "orbital_gap_ha": 0.4551,
  "energy_ev": -4341.3393,
  "charge": 0
}

{
  "formula": "C4H12",
  "method": "ωB97M-V with the def2-TZVPD basis set",
  "species": ["H", "C", "H", "H", "H", "C", "H", "H", "H", "C", "C", "H", "H", "H", "H", "H"],
  "coordinates": [[-0.40984, -1.45886, 0.24720], [0.73587, -1.26595, -1.80563], [1.15299, -1.95360, 0.25491], [-1.30625, 0.83052, 2.09595], [0.39424, -0.26283, -1.67483], [-1.11601, 1.22859, 1.15335], [0.14328, 2.66897, 0.18609], [-2.07475, 1.79786, 0.90420], [0.95612, 1.51226, 1.03432], [0.08992, 2.10959, 1.09346], [0.31757, -2.08643, -0.47302], [0.24541, -1.88000, -2.59717], [0.10172, 2.69803, 2.03784], [1.78880, -1.21058, -2.04372], [-0.09109, -3.02892, -0.73585], [-1.06475, 0.37243, 0.48210]],
  "relative_energy_kcal_mol": 25.2,
  "smiles": "CC.CC",
  "orbital_gap_ha": 0.4468,
  "energy_ev": -4341.4354,
  "charge": 0
}

{
  "formula": "C4H12",
  "method": "ωB97M-V with the def2-TZVPD basis set",
  "species": ["C", "H", "H", "C", "H", "H", "H", "H", "C", "H", "H", "H", "H", "H", "H", "C"],
  "coordinates": [[0.32234, 0.28267, 1.89104], [1.01194, -1.72945, 2.49714], [0.16278, 0.53097, 2.96150], [1.21784, -0.93953, 1.74783], [-0.08673, -1.04870, -1.30050], [0.41915, 1.30637, -1.51157], [-0.70789, 0.12621, 1.45843], [2.24073, -0.50182, 1.96407], [-0.60348, 0.97309, -2.06379], [-1.32629, 1.83194, -2.06057], [-1.51710, -0.78033, -2.38994], [0.73088, 1.25143, 1.54924], [1.12824, -1.33711, 0.66559], [-0.21169, 0.89960, -3.15011], [-1.59120, -0.24202, -0.70820], [-0.97884, -0.36741, -1.57093]],
  "relative_energy_kcal_mol": 21.5,
  "smiles": "CC.CC",
  "orbital_gap_ha": 0.4545,
  "energy_ev": -4341.5948,
  "charge": 0
}

Repeat the eighth record exactly.
{
  "formula": "C4H12",
  "method": "ωB97M-V with the def2-TZVPD basis set",
  "species": ["H", "H", "C", "H", "C", "H", "H", "C", "H", "C", "H", "H", "H", "H", "H", "H"],
  "coordinates": [[2.84685, -2.06085, 0.33918], [2.36676, -0.62183, -0.40859], [-1.80725, 1.67415, -0.97232], [-2.84497, 1.47067, -0.70456], [-0.96811, 1.57788, 0.46263], [2.29199, -0.80833, 1.30987], [-1.68500, 2.69084, -1.36942], [2.07908, -1.23812, 0.38010], [-0.76524, 2.59430, 0.69916], [0.71588, -1.94515, 0.14055], [-0.05869, 1.08534, 0.25313], [-0.15929, -1.36011, 0.50281], [-1.66950, 1.04010, 1.12025], [-1.64251, 0.98302, -1.75157], [0.80081, -2.38398, -0.83158], [0.49919, -2.69796, 0.83035]],
  "relative_energy_kcal_mol": 27.4,
  "smiles": "CC.CC",
  "orbital_gap_ha": 0.4551,
  "energy_ev": -4341.3393,
  "charge": 0
}

- Which formula does entry 5 have?
  C4H12